{"formula": "C48H114N4O11", "method": "ωB97M-V/def2-TZVPD", "de_lowest_kj_mol": 561.5, "mol_weight_g_mol": 923.46, "homo_energy_ev": -7.6, "multiplicity": 1, "smiles": "CC1(C)CCCC(C)(C)N1O.CC1(C)CCCC(C)(C)N1O.CC1(C)CCCC(C)(C)N1O.CC1(C)CCCC(C)(C)N1O.CCO.CCO.CCO.CCO.CCO.CCO.O", "total_energy_ha": -2943.41245, "symbols": ["C", "C", "O", "H", "H", "H", "H", "H", "H", "C", "C", "O", "H", "H", "H", "H", "H", "H", "C", "C", "O", "H", "H", "H", "H", "H", "H", "C", "C", "O", "H", "H", "H", "H", "H", "H", "C", "C", "O", "H", "H", "H", "H", "H", "H", "C", "C", "O", "H", "H", "H", "H", "H", "H", "O", "H", "H", "C", "C", "C", "C", "C", "C", "N", "O", "C", "C", "C", "H", "H", "H", "H", "H", "H", "H", "H", "H", "H", "H", "H", "H", "H", "H", "H", "H", "H", "H", "C", "C", "C", "C", "C", "C", "N", "O", "C", "C", "C", "H", "H", "H", "H", "H", "H", "H", "H", "H", "H", "H", "H", "H", "H", "H", "H", "H", "H", "H", "C", "C", "C", "C", "C", "C", "N", "O", "C", "C", "C", "H", "H", "H", "H", "H", "H", "H", "H", "H", "H", "H", "H", "H", "H", "H", "H", "H", "H", "H", "C", "C", "C", "C", "C", "C", "N", "O", "C", "C", "C", "H", "H", "H", "H", "H", "H", "H", "H", "H", "H", "H", "H", "H", "H", "H", "H", "H", "H", "H"], "coordinates": [[-7.865, -0.162, 5.519], [-8.352, 0.247, 4.103], [-9.722, -0.039, 4.057], [-8.099, -1.226, 5.483], [-8.522, 0.183, 6.318], [-6.824, 0.078, 5.737], [-7.829, -0.226, 3.271], [-8.233, 1.330, 4.073], [-10.057, 0.827, 3.814], [-0.093, 9.134, -1.946], [-1.608, 8.963, -2.405], [-1.775, 9.475, -3.711], [0.020, 10.218, -1.945], [0.550, 8.739, -2.732], [0.161, 8.887, -0.915], [-2.221, 9.658, -1.832], [-1.950, 7.929, -2.380], [-1.877, 8.829, -4.414], [3.528, 3.033, -5.478], [3.983, 2.381, -6.850], [3.276, 1.159, -6.765], [3.921, 4.041, -5.348], [3.941, 2.501, -4.622], [2.450, 3.108, -5.329], [5.055, 2.203, -6.768], [3.596, 2.825, -7.767], [2.354, 1.280, -7.006], [-9.580, -2.089, -2.530], [-9.375, -3.542, -2.869], [-9.554, -3.815, -4.198], [-9.308, -1.897, -1.492], [-10.625, -1.816, -2.673], [-9.085, -1.334, -3.141], [-10.064, -4.204, -2.343], [-8.367, -3.838, -2.579], [-10.400, -3.454, -4.471], [5.678, -5.483, -9.606], [4.389, -5.532, -9.002], [3.559, -6.615, -9.363], [6.281, -6.242, -9.109], [6.055, -4.496, -9.336], [5.584, -5.598, -10.685], [3.783, -4.731, -9.424], [4.485, -5.446, -7.920], [2.738, -6.540, -8.871], [-8.282, 6.003, -3.285], [-7.870, 5.693, -1.944], [-8.907, 5.002, -1.240], [-9.192, 6.584, -3.134], [-8.541, 5.305, -4.081], [-7.412, 6.632, -3.475], [-7.725, 6.566, -1.308], [-6.927, 5.150, -1.882], [-9.673, 4.974, -1.818], [-1.602, -1.865, -7.913], [-1.123, -2.482, -8.466], [-2.442, -2.292, -7.749], [-2.768, 11.486, 7.014], [-2.433, 9.998, 6.998], [-3.438, 9.304, 8.012], [-3.466, 7.795, 8.045], [-3.808, 7.283, 6.528], [-2.884, 7.879, 5.425], [-2.672, 9.361, 5.654], [-1.940, 10.048, 4.582], [-1.540, 7.119, 5.333], [-3.637, 7.813, 4.059], [-1.071, 9.818, 7.572], [-1.988, 12.017, 6.470], [-2.581, 11.818, 8.035], [-3.722, 11.780, 6.577], [-3.282, 9.649, 9.034], [-4.424, 9.583, 7.641], [-4.241, 7.440, 8.724], [-2.527, 7.440, 8.470], [-4.846, 7.437, 6.233], [-3.773, 6.197, 6.442], [-0.981, 7.102, 6.268], [-1.755, 6.127, 4.937], [-0.879, 7.477, 4.544], [-2.927, 7.980, 3.249], [-4.270, 6.932, 3.954], [-4.357, 8.627, 4.138], [-0.613, 8.836, 7.684], [-0.871, 10.473, 8.420], [-0.361, 10.213, 6.844], [-2.609, 10.650, 4.248], [6.318, -0.087, 6.544], [5.102, 0.877, 6.454], [5.092, 1.859, 7.609], [6.083, 2.958, 7.327], [5.673, 3.736, 6.089], [5.757, 2.764, 4.804], [5.043, 1.501, 5.059], [5.000, 0.638, 3.990], [5.070, 3.574, 3.674], [7.249, 2.631, 4.410], [3.753, 0.060, 6.639], [6.704, -0.401, 5.573], [6.145, -0.944, 7.194], [7.145, 0.425, 7.035], [4.088, 2.127, 7.939], [5.507, 1.331, 8.467], [6.973, 2.369, 7.108], [6.265, 3.565, 8.214], [6.348, 4.586, 5.993], [4.687, 4.110, 6.363], [5.457, 4.561, 3.420], [5.185, 3.093, 2.703], [3.995, 3.689, 3.811], [7.912, 2.306, 5.211], [7.347, 1.963, 3.555], [7.691, 3.588, 4.131], [3.812, -0.593, 5.768], [2.841, 0.628, 6.821], [3.789, -0.607, 7.500], [4.062, 0.731, 3.809], [3.726, -9.853, -4.471], [4.339, -11.327, -4.820], [3.900, -12.287, -3.707], [2.539, -12.930, -3.994], [2.656, -13.682, -5.269], [3.024, -12.779, -6.538], [4.075, -11.848, -6.191], [4.696, -11.137, -7.247], [3.327, -13.777, -7.688], [1.726, -12.017, -6.937], [5.894, -11.201, -4.645], [4.346, -9.335, -3.739], [3.571, -9.112, -5.255], [2.736, -9.874, -4.016], [4.565, -13.083, -3.373], [3.739, -11.618, -2.861], [2.086, -13.575, -3.241], [1.857, -12.082, -4.059], [1.615, -13.956, -5.441], [3.378, -14.478, -5.091], [4.108, -14.479, -7.399], [3.619, -13.245, -8.594], [2.551, -14.434, -8.079], [1.452, -11.551, -5.991], [0.976, -12.635, -7.431], [2.022, -11.216, -7.615], [6.305, -10.507, -5.378], [6.111, -10.776, -3.665], [6.478, -12.095, -4.865], [4.188, -10.333, -7.379], [-1.339, 1.500, -0.114], [-0.966, -0.023, 0.296], [-2.291, -0.822, 0.370], [-2.067, -2.403, 0.273], [-1.223, -2.783, -0.991], [0.140, -2.083, -0.965], [-0.015, -0.625, -0.691], [0.933, 0.240, -1.117], [1.089, -2.768, 0.058], [0.704, -2.237, -2.352], [-0.261, -0.081, 1.665], [-2.011, 1.957, 0.612], [-1.677, 1.552, -1.149], [-0.456, 2.131, -0.013], [-2.772, -0.612, 1.326], [-3.000, -0.612, -0.431], [-3.046, -2.881, 0.233], [-1.576, -2.593, 1.228], [-1.766, -2.615, -1.921], [-0.994, -3.847, -0.933], [0.795, -2.639, 1.100], [1.081, -3.858, 0.038], [2.131, -2.477, -0.069], [-0.028, -1.901, -3.087], [1.645, -1.714, -2.526], [1.028, -3.267, -2.501], [0.694, 0.443, 1.619], [0.022, -1.071, 2.024], [-0.842, 0.398, 2.452], [0.732, 0.218, -2.056]], "forces_ev_per_angstrom": [[-0.5, -1.0, -1.1], [0.9, 1.0, 2.0], [-0.7, 0.4, -0.5], [0.8, -0.4, 0.5], [0.0, 0.6, -0.3], [0.0, -0.3, -0.1], [0.3, -0.1, 0.2], [0.3, 0.2, -0.6], [-0.9, -0.4, -0.1], [-1.7, 1.0, -0.7], [1.3, 0.1, 0.2], [0.1, 0.6, -0.8], [0.3, 0.1, -0.3], [0.2, -0.3, 0.4], [-0.2, -0.8, -0.2], [-0.1, -0.6, 0.6], [-0.1, 0.0, 0.4], [0.2, -0.3, 0.4], [1.1, 1.3, -0.7], [-2.3, 0.1, 2.7], [0.5, -2.1, -0.6], [0.0, 0.3, -0.1], [0.0, -0.5, -0.3], [0.0, -0.2, -0.4], [-0.1, -0.1, -0.6], [0.8, 0.9, 0.1], [0.1, 0.2, 0.0], [-0.7, 0.6, 0.4], [0.4, 0.1, 1.2], [0.2, -0.3, -2.3], [-0.1, 0.0, 0.1], [-0.3, -0.1, 0.3], [0.7, -0.5, -0.2], [-0.1, 0.2, 0.8], [0.1, -0.1, -0.2], [-0.1, 0.0, -0.1], [1.7, -0.5, -0.5], [-3.7, 1.2, 0.7], [0.4, -1.8, -0.1], [0.5, -0.1, -0.6], [0.4, 0.0, -0.3], [0.5, -0.1, 0.0], [0.3, 1.1, 0.6], [-0.2, 0.1, 0.2], [0.0, 0.0, 0.0], [-0.2, 2.1, -1.0], [-0.4, -1.9, 2.9], [0.0, -0.8, 0.4], [0.1, 0.7, -0.5], [0.7, -0.6, 0.5], [-0.4, 0.6, -1.6], [0.3, 0.6, -0.6], [-0.1, -0.5, 0.0], [0.0, -0.1, 0.1], [0.1, 0.2, 0.1], [0.2, -0.1, -0.1], [-0.2, -0.1, 0.1], [1.2, 0.1, -0.5], [-1.6, -2.1, 0.6], [-0.5, 0.2, -1.1], [-0.3, -0.5, -2.3], [1.0, 0.3, 1.2], [0.8, 0.9, -0.4], [-0.8, 0.9, 0.6], [-0.2, -1.2, 1.3], [-0.4, -0.2, -0.6], [0.0, 0.4, 1.1], [2.5, 0.7, -1.0], [0.0, 0.0, -0.4], [-0.7, 0.2, 0.1], [-0.1, -0.3, 0.4], [0.1, 0.5, -0.2], [-0.3, 0.4, 0.4], [-0.1, 0.1, -0.1], [0.2, -0.4, -0.5], [-0.2, 0.8, 0.5], [0.6, -0.2, 0.2], [-0.2, -0.2, 0.0], [-0.1, -0.4, 0.6], [-0.1, 0.8, 0.1], [-0.3, -0.2, -0.1], [0.5, -0.4, -0.2], [0.1, 0.2, -0.4], [-0.9, -0.3, 0.5], [-0.3, -0.4, 0.4], [0.1, 0.4, -0.4], [-0.1, 0.0, -0.1], [0.2, 0.5, 0.4], [-1.5, -1.6, -0.9], [0.9, 0.1, 0.3], [0.0, -0.3, 0.0], [0.4, -1.4, 0.4], [0.1, 2.3, 0.4], [-0.1, 2.7, 3.3], [0.0, -0.5, -0.1], [-0.4, -0.7, -1.0], [0.1, -0.1, 0.1], [1.7, -0.6, -0.5], [-0.4, -0.1, 0.0], [-0.3, -0.2, -0.2], [0.2, 0.2, -0.1], [-0.1, 0.5, -0.5], [-0.1, -0.4, 0.1], [0.5, 0.6, 0.2], [0.0, 0.2, -0.1], [-0.1, 0.0, -0.6], [-0.3, 0.1, -0.9], [0.4, 0.1, 0.9], [0.0, -0.6, 0.0], [0.0, -0.1, 0.4], [-0.2, -0.5, 0.1], [0.0, -0.1, 0.1], [-0.4, 0.2, -0.2], [-1.1, -0.1, -0.1], [0.2, 0.3, -0.8], [0.5, 0.0, 0.2], [-0.1, -0.5, -0.8], [-0.1, -0.7, -0.1], [1.4, 0.8, -0.5], [-1.7, -0.1, 1.0], [0.5, 1.5, 0.2], [-0.6, 1.3, -1.2], [-1.9, -1.4, 0.0], [0.8, -0.6, 1.0], [-0.3, -0.6, 0.6], [1.2, 0.3, -0.3], [1.3, 0.4, 0.5], [-0.3, 0.9, -0.8], [0.3, -0.3, 0.0], [0.5, -0.4, -0.7], [-0.2, -0.6, 0.1], [0.6, 0.3, -0.5], [0.4, -0.1, 0.4], [0.6, 0.0, 0.4], [-0.4, -0.1, -0.3], [0.3, -1.1, -0.6], [-0.2, -0.3, -0.5], [0.4, 0.2, 0.0], [0.4, 0.2, 0.1], [-0.8, 0.3, 0.8], [-0.9, 0.1, -0.3], [-0.1, 0.0, 0.4], [-0.2, 0.1, -0.2], [-0.2, 0.4, 0.0], [0.1, -0.3, 0.1], [-0.5, -0.4, 0.4], [-0.3, 0.4, -0.1], [1.4, -1.3, 0.8], [0.1, 0.2, -0.4], [0.5, -1.8, -0.8], [0.2, 1.9, -0.5], [-0.2, 0.2, 2.1], [0.6, 0.8, 0.7], [-3.9, -1.4, 0.7], [1.5, 0.4, -0.7], [-0.1, -0.5, 0.4], [0.9, -0.1, -0.4], [0.1, 0.8, 0.4], [-0.5, -0.4, -0.2], [-0.3, -0.1, 0.2], [0.3, -0.2, -0.3], [-0.1, 0.1, 0.0], [0.2, 0.6, -0.1], [0.1, -0.1, 0.2], [0.2, -0.9, -0.2], [-0.1, 0.3, 0.1], [-0.1, -0.1, -0.2], [0.0, 0.7, -0.1], [-0.1, -0.2, -0.8], [-0.1, 0.3, 0.0], [0.1, -0.2, -0.2], [0.0, 0.4, 0.2], [-0.6, -0.2, -0.2], [0.0, 0.2, -0.2], [-0.5, -0.1, -0.3], [-0.2, 0.1, 0.1], [0.6, 0.8, -0.4]]}

---

{"formula": "C19H21BrN2O4PPd", "method": "ωB97M-V/def2-TZVPD", "de_lowest_kj_mol": 0.0, "mol_weight_g_mol": 558.68, "total_charge": 1, "homo_energy_ev": -10.4, "multiplicity": 1, "total_energy_ha": -4190.22201, "symbols": ["Pd", "Br", "C", "C", "C", "C", "C", "C", "C", "C", "C", "C", "H", "H", "H", "H", "H", "H", "N", "C", "P", "O", "O", "C", "N", "H", "H", "H", "H", "H", "H", "H", "H", "H", "H", "O", "C", "O", "C", "C", "C", "C", "C", "C", "H", "H", "H", "H", "H"], "coordinates": [[0.354, 0.577, 0.105], [0.204, 2.936, 0.710], [-0.084, 3.549, -1.079], [-0.239, 4.876, -1.321], [-0.465, 5.278, -2.655], [-0.528, 4.345, -3.649], [-0.367, 2.963, -3.380], [-0.442, 1.991, -4.405], [-0.288, 0.671, -4.103], [-0.046, 0.250, -2.775], [0.037, 1.148, -1.746], [-0.131, 2.534, -2.048], [-0.195, 5.604, -0.523], [-0.592, 6.328, -2.876], [-0.708, 4.651, -4.672], [-0.627, 2.313, -5.421], [-0.353, -0.075, -4.884], [0.074, -0.806, -2.587], [1.128, 0.217, 4.763], [2.386, -0.350, 4.161], [1.763, -1.128, 2.595], [1.372, -2.529, 2.860], [0.764, -0.062, 2.182], [3.168, -1.214, 1.414], [2.811, -2.326, 0.492], [0.573, 0.557, 3.947], [1.296, 0.961, 5.438], [0.580, -0.518, 5.215], [2.829, -1.061, 4.853], [3.067, 0.478, 3.973], [4.090, -1.458, 1.943], [3.299, -0.297, 0.843], [3.573, -2.591, -0.126], [1.911, -2.001, -0.073], [2.511, -3.137, 1.045], [0.611, -1.400, -0.443], [-0.436, -2.153, -0.095], [-1.429, -1.691, 0.412], [-0.235, -3.618, -0.324], [-0.992, -4.514, 0.422], [-0.819, -5.877, 0.250], [0.099, -6.352, -0.677], [0.843, -5.462, -1.440], [0.680, -4.095, -1.261], [-1.709, -4.122, 1.131], [-1.404, -6.573, 0.836], [0.227, -7.417, -0.815], [1.536, -5.832, -2.184], [1.226, -3.397, -1.885]], "forces_ev_per_angstrom": [[-0.1, 0.0, 0.0], [0.0, 0.0, 0.0], [0.0, 0.0, 0.0], [0.0, 0.0, 0.0], [0.0, 0.0, 0.0], [0.0, 0.0, 0.0], [0.0, 0.0, 0.0], [0.0, 0.0, 0.0], [0.0, 0.0, 0.0], [0.0, 0.0, 0.0], [0.0, 0.1, 0.0], [0.0, 0.0, 0.0], [0.0, 0.0, 0.0], [0.0, 0.0, 0.0], [0.0, 0.0, 0.0], [0.0, 0.0, 0.0], [0.0, 0.0, 0.0], [0.0, 0.0, 0.0], [0.0, 0.0, 0.0], [0.0, 0.0, 0.0], [-0.2, 0.0, 0.0], [0.0, 0.0, 0.0], [0.2, 0.1, 0.1], [0.0, 0.0, 0.0], [-0.1, 0.1, -0.1], [0.0, 0.0, 0.0], [0.0, 0.0, 0.0], [0.0, 0.0, 0.0], [0.0, 0.0, 0.0], [0.0, 0.0, 0.0], [0.0, 0.0, 0.0], [0.0, 0.0, 0.0], [0.0, 0.0, 0.0], [0.0, -0.1, 0.0], [0.0, 0.0, 0.0], [0.1, -0.1, -0.1], [0.2, 0.0, 0.2], [-0.1, 0.0, -0.1], [0.0, 0.0, -0.1], [0.0, 0.0, 0.0], [0.0, 0.0, 0.0], [0.0, 0.0, 0.0], [0.0, 0.0, 0.0], [0.0, 0.0, 0.0], [0.0, 0.0, 0.0], [0.0, 0.0, 0.0], [0.0, 0.0, 0.0], [0.0, 0.0, 0.0], [0.0, 0.0, 0.0]]}

---

{"formula": "C20H33Cl2N4NdO3", "method": "ωB97M-V/def2-TZVPD", "de_lowest_kj_mol": 0.0, "mol_weight_g_mol": 592.66, "homo_energy_ev": [-4.8, -4.8], "multiplicity": 4, "total_energy_ha": -2708.46322, "symbols": ["O", "C", "C", "C", "H", "C", "H", "C", "H", "C", "H", "C", "H", "H", "C", "C", "H", "H", "H", "C", "C", "H", "H", "H", "H", "Nd", "Cl", "Cl", "C", "O", "N", "C", "C", "H", "H", "H", "H", "H", "H", "H", "H", "H", "C", "C", "N", "H", "C", "O", "H", "H", "H", "H", "C", "N", "C", "C", "N", "H", "H", "H", "H", "H", "H"], "coordinates": [[-0.560, -3.092, 0.704], [-0.933, -4.127, 0.141], [-1.188, -5.475, 0.697], [-1.072, -5.820, 2.061], [-0.846, -5.037, 2.774], [-1.224, -7.152, 2.442], [-1.098, -7.417, 3.491], [-1.517, -8.146, 1.502], [-1.611, -9.175, 1.808], [-1.801, -7.794, 0.167], [-2.148, -8.547, -0.550], [-1.631, -6.458, -0.211], [-1.847, -6.136, -1.230], [-1.178, -4.107, -0.933], [2.570, -2.303, -1.758], [1.998, -0.963, -1.762], [3.353, -2.419, -2.524], [1.783, -3.046, -1.947], [2.978, -2.549, -0.767], [2.185, 0.100, -2.502], [3.365, 0.400, -3.413], [1.427, 0.893, -2.540], [3.938, -0.497, -3.689], [4.060, 1.102, -2.933], [3.026, 0.899, -4.327], [-0.080, -0.484, 0.114], [1.565, -1.444, 1.872], [-1.351, -1.733, -1.944], [2.465, 1.814, 0.949], [1.387, 1.537, 0.380], [3.042, 3.020, 0.883], [2.279, 4.209, 0.556], [4.470, 3.174, 1.108], [2.988, 1.057, 1.551], [1.259, 3.911, 0.338], [2.722, 4.700, -0.313], [2.282, 4.896, 1.409], [4.958, 2.201, 1.237], [4.702, 3.771, 1.999], [4.954, 3.670, 0.256], [-2.342, 4.037, -3.284], [-4.787, 2.751, -2.865], [-1.972, 3.012, -3.302], [-4.130, 1.882, -2.921], [-2.790, 2.172, -2.440], [-0.945, 2.991, -2.959], [-2.275, 1.491, -1.420], [-1.059, 1.477, -1.123], [-4.591, 1.082, -2.345], [-2.983, 0.901, -0.823], [-2.034, 2.644, -4.328], [-4.104, 1.572, -3.969], [-0.589, 3.301, 4.357], [-1.402, 3.054, 3.163], [-2.347, 4.109, 2.764], [-1.282, 1.941, 2.501], [-1.168, 0.904, 1.939], [-0.778, 4.315, 4.720], [0.474, 3.202, 4.115], [-0.819, 2.585, 5.154], [-1.808, 5.057, 2.675], [-2.785, 3.865, 1.796], [-3.148, 4.220, 3.500]], "forces_ev_per_angstrom": [[-0.8, -2.0, -0.2], [-0.1, 1.4, 0.0], [-0.3, -0.6, 0.9], [0.1, -0.1, -0.8], [0.1, -0.1, 0.0], [0.1, 0.2, 0.0], [0.0, 0.0, -0.2], [-0.5, 0.7, -0.7], [0.0, -0.1, 0.1], [0.3, 0.3, 0.7], [0.2, 0.4, 0.3], [0.1, 0.1, 0.0], [0.2, -0.2, 0.1], [0.3, 0.4, 0.0], [1.1, -0.4, -0.2], [-3.3, 0.4, 2.4], [0.2, -0.4, 0.1], [0.1, 0.1, -0.1], [0.1, 0.0, -0.2], [1.0, 0.6, -1.0], [0.0, -0.1, -0.3], [0.2, 0.2, 0.4], [-0.1, 0.2, 0.1], [0.0, -0.1, 0.0], [0.1, -0.1, -0.1], [1.7, -1.3, -2.4], [0.5, 0.2, 0.7], [-0.5, 0.3, 0.1], [-1.3, -0.8, -1.0], [1.0, 0.8, 1.3], [0.3, 0.1, 0.3], [0.2, -0.2, -0.2], [0.4, 0.0, 0.4], [0.1, -0.1, -0.4], [-0.1, 0.0, -0.1], [-0.2, 0.1, 0.0], [0.1, 0.0, -0.1], [-0.3, 0.1, -0.1], [-0.2, 0.0, -0.1], [-0.3, -0.1, 0.0], [-0.1, 0.1, 0.0], [0.1, 0.2, 0.1], [0.0, -0.1, 0.0], [-0.3, 0.0, 0.0], [-0.4, -0.1, -0.2], [0.1, -0.1, 0.0], [1.6, -0.4, 0.2], [-1.5, 0.4, 0.0], [0.2, 0.0, 0.0], [-0.2, 0.1, -0.3], [0.1, 0.0, 0.0], [0.2, -0.1, 0.1], [0.4, -0.3, 0.1], [-0.2, 1.0, 0.3], [0.1, -0.2, -0.2], [0.2, -2.9, -1.5], [-0.6, 3.0, 1.7], [0.0, -0.2, -0.2], [-0.1, 0.1, 0.0], [-0.1, 0.1, -0.1], [-0.1, -0.1, 0.0], [0.1, 0.0, 0.1], [0.1, -0.1, 0.0]]}

---

> Which of these has the highest multiplicity?

C20H33Cl2N4NdO3